{
  "formula": "C36H72O36",
  "method": "the ωB97M-V functional and the def2-TZVPD basis",
  "symbols": ["C", "O", "C", "O", "O", "C", "H", "H", "H", "H", "H", "H", "C", "O", "C", "O", "O", "C", "H", "H", "H", "H", "H", "H", "C", "O", "C", "O", "O", "C", "H", "H", "H", "H", "H", "H", "C", "O", "C", "O", "O", "C", "H", "H", "H", "H", "H", "H", "C", "O", "C", "O", "O", "C", "H", "H", "H", "H", "H", "H", "C", "O", "C", "O", "O", "C", "H", "H", "H", "H", "H", "H", "C", "O", "C", "O", "O", "C", "H", "H", "H", "H", "H", "H", "C", "O", "C", "O", "O", "C", "H", "H", "H", "H", "H", "H", "C", "O", "C", "O", "O", "C", "H", "H", "H", "H", "H", "H", "C", "O", "C", "O", "O", "C", "H", "H", "H", "H", "H", "H", "C", "O", "C", "O", "O", "C", "H", "H", "H", "H", "H", "H", "C", "O", "C", "O", "O", "C", "H", "H", "H", "H", "H", "H"],
  "xyz": [[-4.1982, -6.4615, 0.9405], [-2.9168, -5.9948, 1.0879], [-1.8467, -6.3091, 0.3325], [-1.8261, -7.1887, -0.5414], [-0.7726, -5.5458, 0.7749], [0.5687, -5.8837, 0.4877], [-4.4624, -6.8113, -0.0575], [-5.0063, -5.7927, 1.2366], [-4.1697, -7.3178, 1.6144], [0.6992, -6.9656, 0.4616], [1.1591, -5.5710, 1.3489], [1.0114, -5.4076, -0.3872], [1.3015, -1.7291, 5.6916], [1.8998, -0.3893, 5.6333], [1.5155, 0.5750, 6.4936], [0.5039, 0.5665, 7.1342], [2.4680, 1.5311, 6.5336], [2.1639, 2.7826, 7.0315], [1.6641, -2.2064, 6.6021], [1.6768, -2.2830, 4.8311], [0.2142, -1.7131, 5.6164], [1.6414, 3.3919, 6.2940], [3.0550, 3.3246, 7.3480], [1.5688, 2.7233, 7.9429], [-2.4387, -2.3817, -0.2998], [-2.2817, -2.9991, -1.6002], [-1.0530, -3.1898, -2.1081], [-0.0108, -2.7247, -1.6528], [-1.0781, -3.9167, -3.3160], [-2.2630, -4.5546, -3.8845], [-2.0405, -3.0538, 0.4604], [-3.4991, -2.2603, -0.0788], [-2.1064, -1.3442, -0.2640], [-1.9872, -5.2123, -4.7088], [-2.9082, -3.7629, -4.2651], [-2.8024, -5.1216, -3.1257], [-4.0075, 1.9543, -0.7774], [-4.8399, 1.0479, -1.5391], [-4.2501, 0.1913, -2.4615], [-3.0705, 0.3053, -2.8512], [-5.1739, -0.4761, -3.0348], [-4.8057, -1.4720, -4.0697], [-3.4446, 2.6649, -1.3827], [-3.3718, 1.3668, -0.1149], [-4.5843, 2.5676, -0.0851], [-4.1139, -1.0206, -4.7809], [-5.6917, -1.7670, -4.6319], [-4.3404, -2.3450, -3.6120], [6.5450, 3.1327, 6.9868], [5.8182, 2.2527, 6.1376], [5.1123, 2.7681, 5.1210], [5.0332, 3.9382, 4.8757], [4.4880, 1.7829, 4.5274], [3.7295, 2.0233, 3.3029], [7.2029, 3.8513, 6.4980], [7.0836, 2.5827, 7.7585], [5.8183, 3.8215, 7.4175], [3.7721, 1.1410, 2.6643], [4.2321, 2.7494, 2.6640], [2.6886, 2.3067, 3.4594], [-2.0950, -0.3117, 4.1623], [-2.7300, -0.3028, 2.8952], [-4.0741, -0.2459, 2.7192], [-4.4915, -0.1417, 1.5956], [-4.7218, -0.4822, 3.8122], [-6.1028, -0.4017, 3.8680], [-2.3184, -1.2294, 4.7064], [-2.4716, 0.5246, 4.7513], [-1.0061, -0.2654, 4.1477], [-6.3598, -0.7501, 4.8683], [-6.5079, -1.0151, 3.0632], [-6.3468, 0.6447, 3.6846], [1.1504, 4.4615, -0.4223], [-0.0008, 5.2740, -0.2606], [-1.2009, 4.7228, -0.2657], [-1.5208, 3.5288, -0.3055], [-2.0404, 5.7897, -0.3346], [-3.3867, 5.5609, -0.8292], [1.9420, 4.9794, -0.9638], [0.9987, 3.6561, -1.1409], [1.6792, 4.1802, 0.4884], [-3.4216, 4.9524, -1.7329], [-3.8525, 6.5266, -1.0254], [-4.0436, 5.0401, -0.1325], [-0.2586, -0.7848, -5.1435], [-1.6449, -0.9461, -5.5972], [-1.8936, -1.8777, -6.4690], [-1.1165, -2.6903, -6.9182], [-3.2577, -1.8786, -6.6305], [-3.8641, -2.5663, -7.6852], [-0.2510, -0.0610, -4.3286], [0.4549, -0.3412, -5.8380], [0.2219, -1.7071, -4.8171], [-3.5547, -3.6111, -7.6577], [-3.6091, -2.1561, -8.6623], [-4.9286, -2.4843, -7.4655], [5.2445, -1.6129, 4.2343], [4.7536, -1.4760, 2.9661], [4.1144, -2.3813, 2.2971], [3.6325, -3.3879, 2.7632], [4.0276, -1.9683, 1.0338], [3.3731, -2.7437, 0.1099], [5.7575, -2.5601, 4.4010], [4.3340, -1.5871, 4.8329], [5.9042, -0.7865, 4.4988], [2.6265, -3.4435, 0.4856], [4.0511, -3.4504, -0.3687], [2.8430, -2.0859, -0.5788], [0.1761, 0.6024, -0.7696], [-0.0521, -0.1711, 0.4041], [0.7206, 0.1018, 1.5231], [1.3992, 1.1313, 1.6535], [0.6669, -0.9388, 2.3806], [0.0682, -2.1925, 2.0388], [1.0363, 0.2436, -1.3348], [0.1898, 1.6762, -0.5826], [-0.6373, 0.3460, -1.4484], [-1.0151, -2.0723, 2.0316], [0.1221, -2.8623, 2.8970], [0.5498, -2.7827, 1.2592], [3.7530, 1.0486, -0.6682], [4.7073, 2.1010, -1.0074], [4.4036, 3.1529, -1.7697], [3.3317, 3.4762, -2.1583], [5.4575, 3.8433, -1.9579], [5.5208, 5.0937, -2.5917], [2.7708, 1.4749, -0.4645], [4.0852, 0.3952, 0.1385], [3.5888, 0.3966, -1.5262], [6.5070, 5.2499, -3.0289], [5.1919, 5.8963, -1.9315], [4.9238, 5.1679, -3.5006], [0.9812, 3.0117, -7.6586], [0.7143, 2.6556, -6.3522], [-0.4448, 3.0455, -5.8014], [-1.4133, 3.5534, -6.3928], [-0.4630, 2.8176, -4.4184], [-1.5365, 3.1816, -3.5022], [1.8990, 2.5687, -8.0450], [0.9450, 4.1005, -7.6962], [0.1741, 2.6969, -8.3201], [-1.6951, 2.4445, -2.7151], [-2.4698, 3.0668, -4.0534], [-1.4667, 4.2006, -3.1216]],
  "atomic_forces_ev_per_a": [[-1.180, -2.437, -0.288], [2.904, 2.683, -0.146], [0.547, -1.872, -1.254], [0.138, 2.495, 2.158], [-2.480, -0.284, -0.296], [0.804, -0.919, 0.358], [0.427, -0.020, -0.168], [0.713, 0.578, 0.263], [-0.974, -0.306, -0.101], [-0.143, -0.026, -0.429], [-0.180, 0.283, 0.092], [-0.579, 0.007, -0.246], [0.346, 0.857, 0.102], [0.202, -0.142, -0.066], [0.299, -0.375, -0.108], [-0.355, 0.093, 0.137], [0.386, -1.842, -1.071], [-0.853, 1.416, 1.223], [-0.327, -0.026, 0.026], [0.225, 0.332, 0.006], [0.067, 0.238, 0.336], [-0.058, -0.043, -0.060], [0.355, -0.397, -0.448], [-0.332, -0.141, -0.103], [-0.402, 0.160, 0.103], [0.039, -0.430, -0.419], [0.606, 0.406, -0.754], [-2.003, -1.316, -1.002], [0.387, 0.592, 1.574], [-0.141, 0.947, 0.914], [0.349, 0.334, -0.132], [-0.231, -0.512, -0.545], [0.805, -0.351, -0.091], [0.517, 0.229, 0.254], [-0.067, -0.104, -0.072], [0.096, -0.005, 0.020], [0.517, -0.542, 0.115], [0.306, -0.851, -0.492], [3.186, 4.138, -0.073], [-2.141, -0.847, 1.485], [-1.778, -2.542, -1.104], [0.504, 0.926, 0.167], [0.028, -0.558, -0.228], [0.361, 0.096, -0.346], [-0.784, -0.366, -0.366], [-0.015, 0.039, 0.378], [-0.235, 0.268, 0.553], [-0.091, 0.204, 0.196], [-0.794, 1.400, 0.099], [0.748, -0.853, -0.021], [-0.127, 0.382, 0.633], [0.075, 0.641, -0.288], [-0.517, -0.944, -1.214], [0.758, 0.251, -0.512], [0.304, -0.578, -0.618], [-0.291, -0.233, -0.339], [-0.096, -0.164, 0.572], [-0.149, -0.427, 0.790], [0.004, 0.528, 0.465], [0.273, -0.079, 0.413], [-0.790, -0.062, 1.418], [0.458, 0.205, -0.740], [1.930, -0.837, -1.532], [-0.633, 0.314, 0.412], [1.537, -0.190, 1.782], [-0.855, 0.305, -0.640], [-0.279, -0.099, 0.011], [0.143, -0.008, 0.127], [-0.153, 0.288, -0.974], [-0.305, 0.146, -0.276], [-0.387, -0.024, 0.211], [-0.595, -0.084, 0.231], [1.346, -0.456, -1.023], [0.523, -0.138, 0.375], [-1.102, -1.140, -0.809], [0.842, 2.688, 0.279], [-0.961, -0.742, -0.273], [-0.143, -0.323, 0.274], [-0.504, 0.942, 0.013], [-0.456, -0.395, 0.624], [-0.850, -0.393, 0.338], [0.463, 0.155, -0.129], [0.476, 0.050, 0.021], [0.375, -0.013, 0.438], [0.414, 0.198, 0.421], [1.590, 1.267, 0.801], [-0.508, -1.822, -0.191], [-0.693, 0.698, -0.260], [1.291, 1.051, 0.462], [0.073, -0.900, -0.167], [-0.653, -0.257, 0.105], [-0.678, -0.070, -0.869], [-0.639, -0.257, 0.028], [-0.105, -0.119, -0.151], [-0.080, 0.155, 0.054], [0.044, -0.062, -0.357], [-0.740, -0.827, 2.232], [1.174, 2.028, -2.655], [-0.841, -1.005, 0.611], [0.106, -0.088, -0.335], [0.634, 1.005, 0.984], [-1.245, -1.720, -1.303], [0.004, -0.086, -0.173], [0.425, 0.020, 0.922], [-0.250, 0.044, -0.372], [-0.194, 0.389, 0.761], [0.355, 0.473, -0.470], [0.348, -0.092, -0.210], [-0.421, -0.050, -0.816], [1.124, 0.074, 1.780], [0.363, 0.987, -2.029], [-1.883, -2.960, 0.206], [0.901, 0.958, 0.079], [-0.970, -0.590, 1.073], [0.448, 0.116, 0.474], [0.069, -0.210, 0.107], [-0.382, 0.233, 0.257], [0.105, 0.170, -1.121], [0.800, 0.384, 0.549], [-0.303, 0.807, -0.570], [-0.813, 0.689, -1.169], [0.522, -1.137, 0.628], [-1.240, -1.036, 1.062], [-2.310, -0.028, -0.742], [3.860, 0.527, 0.109], [-0.757, 0.672, -1.284], [0.249, 0.160, 0.365], [0.486, 0.727, 0.118], [0.284, 0.069, -0.302], [0.327, -0.157, 0.917], [0.302, -0.079, 0.116], [-0.684, -0.418, 0.197], [-1.119, 1.023, -1.807], [-0.481, -0.948, 2.930], [-3.451, 1.404, 0.907], [2.778, -1.265, 1.081], [1.576, -0.291, -1.247], [-1.194, -0.382, -1.826], [0.074, 0.150, 0.664], [0.567, 0.083, -0.363], [-0.109, -0.199, -0.021], [1.102, -0.049, -0.022], [-0.146, 0.456, -0.209], [0.458, -0.094, -0.148]],
  "mulliken_charge": [-0.76, -0.25, 0.70, -0.61, -0.11, -0.82, 0.33, 0.24, 0.33, 0.45, 0.24, 0.27, -0.51, 0.06, 0.62, -0.60, -0.12, -0.81, 0.39, -0.04, 0.24, 0.32, 0.15, 0.41, -0.41, -0.45, 1.20, -0.73, -0.43, -0.13, 0.23, 0.30, -0.09, 0.26, -0.24, 0.26, 0.10, -0.44, 0.50, -0.06, -0.41, -0.22, -0.14, -0.02, 0.24, 0.16, 0.31, 0.05, -0.70, -0.26, 0.70, -0.61, 0.01, -0.71, 0.30, 0.25, 0.26, 0.00, 0.43, 0.32, -0.57, 0.00, 0.56, -0.47, -0.34, -0.69, 0.35, 0.50, -0.09, 0.22, 0.27, 0.32, -0.37, -0.42, 0.54, -0.16, -0.41, -0.51, 0.30, 0.10, 0.30, 0.17, 0.31, 0.25, -0.61, 0.08, 0.50, -0.59, -0.25, -0.80, 0.10, 0.37, 0.29, 0.34, 0.27, 0.25, -0.49, -0.26, 0.91, -0.66, -0.26, -0.55, 0.37, 0.06, 0.17, 0.04, 0.44, 0.21, -0.13, 0.42, 0.07, -0.42, 0.31, -0.55, 0.05, 0.09, -0.22, -0.06, 0.33, 0.04, 0.04, -0.33, 0.77, -0.55, -0.40, -0.70, -0.15, 0.06, 0.38, 0.29, 0.29, 0.29, -0.72, -0.22, 0.55, -0.60, -0.12, -0.25, 0.24, 0.31, 0.31, -0.28, 0.51, 0.32],
  "smiles": "COC(=O)OC.COC(=O)OC.COC(=O)OC.COC(=O)OC.COC(=O)OC.COC(=O)OC.COC(=O)OC.COC(=O)OC.COC(=O)OC.COC(=O)OC.COC(=O)OC.COC(=O)OC",
  "de_lowest_ev": 4.250,
  "gap_ev": 10.6
}

{
  "formula": "C4H12OS",
  "method": "the ωB97M-V functional and the def2-TZVPD basis",
  "symbols": ["C", "C", "C", "S", "C", "H", "H", "H", "H", "H", "H", "H", "H", "H", "H", "H", "H", "O"],
  "xyz": [[-0.6839, 1.1385, -1.7848], [-1.4822, 0.5704, -0.5377], [-0.7124, -0.3339, 0.4194], [-0.1339, 0.3899, 1.9313], [1.2623, -0.7871, 2.0732], [0.2909, 1.3527, -1.3649], [-0.6367, 0.2987, -2.4714], [-1.2831, 1.9354, -2.1831], [-2.3016, -0.0328, -0.9587], [-1.8550, 1.4491, 0.0236], [0.5288, -0.6934, -0.3195], [-1.3095, -1.2331, 0.6408], [1.5818, -0.7565, 3.1076], [0.6874, -1.6711, 1.8414], [2.0064, -0.5430, 1.3245], [0.8449, 1.5626, 0.4474], [1.8165, -1.7503, -1.0898], [1.3794, -0.8961, -1.0993]],
  "atomic_forces_ev_per_a": [[-0.820, -1.890, 1.970], [-0.321, 0.599, -0.031], [-0.931, -0.594, -0.191], [2.080, 1.679, -3.963], [-1.214, 0.514, 0.853], [0.534, 0.669, -0.830], [0.477, 0.253, -0.234], [0.303, 0.644, -0.227], [-0.082, 0.496, 0.449], [-0.401, -0.431, -0.377], [0.765, -1.119, -0.952], [0.522, 0.034, 0.204], [0.411, -0.180, 0.024], [0.552, -0.731, -0.015], [-0.024, -0.144, 0.043], [-0.952, -0.753, 2.306], [-0.306, -0.150, 0.500], [-0.592, 1.104, 0.471]],
  "mulliken_charge": [-1.09, -0.34, -0.79, 0.07, -0.72, 0.30, 0.26, 0.39, 0.27, 0.27, 0.40, 0.44, 0.35, 0.31, 0.27, 0.15, 0.23, -0.75],
  "de_lowest_ev": 6.508,
  "gap_ev": 5.6
}